Entry 1:
Below is a molecular structure, C2H4ClPS3 at a distorted geometry, with properties calculated with the ωB97M-V functional and the def2-TZVPD basis.

## Properties
energy above the lowest of the compared OMol25 structures with the same formula, charge and spin	92.4	kJ/mol
orbital gap (alpha / beta)	7.41 / 7.41	eV

Element x y z (Å)
C: -0.63 -0.49 -0.23
C: 0.51 -0.03 0.66
P: -1.40 -1.38 2.60
S: -2.23 -2.69 3.76
S: -2.05 -1.32 0.60
S: 1.20 -1.31 1.73
Cl: -1.62 0.49 3.29
H: -1.06 0.37 -0.74
H: -0.28 -1.22 -0.97
H: 1.33 0.29 0.01
H: 0.21 0.81 1.30

Entry 2:
Below is 2 unconnected molecules or ions with the total composition C2H4F2 at a distorted geometry, with properties calculated with the ωB97M-V functional and the def2-TZVPD basis.

## Properties
energy above the lowest of the compared OMol25 structures with the same formula, charge and spin	304.1	kJ/mol
orbital gap	10.42	eV

Element x y z (Å)
C: 0.43 0.05 -0.72
C: -0.23 0.11 0.65
F: -0.36 1.27 1.28
F: 0.42 -0.73 1.41
H: -0.37 0.49 -1.40
H: 1.36 0.70 -0.90
H: 0.55 -1.05 -0.80
H: -1.79 -0.85 0.49

Entry 3:
Below is 2 unconnected molecules or ions with the total composition C2H4F3NO2P at a distorted geometry, with properties calculated with the ωB97M-V functional and the def2-TZVPD basis.

## Properties
energy above the lowest of the compared OMol25 structures with the same formula, charge and spin	351.5	kJ/mol
orbital gap (alpha / beta)	7.13 / 7.13	eV
total charge	-1

Element x y z (Å)
C: 0.16 -0.24 -0.16
C: -1.31 -0.25 0.07
N: 0.51 -1.02 -1.19
O: 2.10 1.12 -0.79
O: 0.93 1.69 1.45
F: -1.59 0.58 1.04
F: -1.91 -1.42 0.46
F: -2.06 0.10 -1.04
P: 0.80 1.41 -0.17
H: 0.40 -0.66 1.91
H: 1.26 -0.53 -1.55
H: -0.11 -1.50 -1.89
H: 0.82 0.72 1.87

Entry 4:
Below is C2H4F3NOS in the gas phase at a distorted geometry, with properties calculated with the ωB97M-V functional and the def2-TZVPD basis.

## Properties
energy above the lowest of the compared OMol25 structures with the same formula, charge and spin	137.9	kJ/mol
orbital gap	11.00	eV
SMILES	C[S@](=N)(=O)C(F)(F)F

Element x y z (Å)
C: 1.24 -0.64 0.61
S: 0.14 0.65 -0.05
N: 0.21 1.14 -1.49
O: 0.08 1.52 1.08
C: -1.50 -0.33 -0.19
F: -2.55 0.39 -0.54
F: -1.33 -1.30 -1.08
F: -1.79 -0.92 0.99
H: 1.25 -1.74 0.54
H: 2.34 -0.41 0.22
H: 1.21 -0.35 1.64
H: 0.71 1.98 -1.74

Entry 5:
Below is a molecular structure, C2H4F6LiNO6S2 at a distorted geometry, with properties calculated with the ωB97M-V functional and the def2-TZVPD basis.

## Properties
energy above the lowest of the compared OMol25 structures with the same formula, charge and spin	226.6	kJ/mol
orbital gap	9.00	eV

Element x y z (Å)
Li: -0.94 0.39 -0.39
C: 0.33 2.22 2.01
F: -0.69 1.80 2.83
F: -0.21 2.49 0.84
F: 0.95 3.31 2.57
S: 1.54 0.76 1.63
O: 2.82 1.39 1.26
O: 1.42 -0.04 2.83
N: 0.78 -0.02 0.27
S: 1.48 -1.40 0.30
O: 2.96 -1.26 0.35
O: 0.84 -2.40 1.23
C: 1.09 -2.03 -1.59
F: 2.13 -1.82 -2.40
F: 0.92 -3.32 -1.52
F: 0.01 -1.46 -2.12
O: -2.35 1.67 -1.20
H: -2.87 2.40 -0.85
H: -2.83 1.40 -1.98
O: -2.28 -1.17 -1.07
H: -1.87 -1.64 -1.80
H: -3.22 -1.30 -1.20

Entry 6:
Below is 2 unconnected molecules or ions with the total composition C2H4FI at a distorted geometry, with properties calculated with the ωB97M-V functional and the def2-TZVPD basis.

## Properties
energy above the lowest of the compared OMol25 structures with the same formula, charge and spin	276.5	kJ/mol
orbital gap	8.69	eV

Element x y z (Å)
C: 0.40 2.12 0.85
C: -3.06 0.39 -0.89
F: -2.90 -0.42 -1.93
I: -4.69 -0.27 0.20
H: 0.51 1.91 1.96
H: -0.15 1.21 0.44
H: -0.35 2.92 0.75
H: 1.37 2.24 0.52

Entry 7:
Below is C2H4FN in the gas phase at a distorted geometry, with properties calculated with the ωB97M-V functional and the def2-TZVPD basis.

## Properties
energy above the lowest of the compared OMol25 structures with the same formula, charge and spin	147.5	kJ/mol
orbital gap	11.41	eV
SMILES	F[C@@H]1CN1

Element x y z (Å)
F: -1.68 0.06 -0.30
C: -0.52 -0.12 0.48
C: 0.61 0.50 -0.23
N: 0.59 -0.94 -0.09
H: -0.91 -0.12 1.55
H: 0.30 1.11 -1.08
H: 1.42 1.00 0.47
H: 0.19 -1.49 -0.79

Entry 8:
Below is 2 unconnected molecules or ions with the total composition C2H4FN at a distorted geometry, with properties calculated with the ωB97M-V functional and the def2-TZVPD basis.

## Properties
expectation value of S²	2.00
energy above the lowest of the compared OMol25 structures with the same formula, charge and spin	231.4	kJ/mol
orbital gap (alpha / beta)	7.95 / 8.53	eV
2S+1	3

Element x y z (Å)
C: 1.17 0.26 0.09
C: -0.98 -0.49 -0.03
N: 0.43 -0.64 -0.09
F: 2.48 0.21 -0.05
H: 0.56 1.92 0.12
H: -1.24 -0.44 1.06
H: -1.36 -1.40 -0.61
H: -1.05 0.60 -0.50

Entry 9:
Below is C2H4FN3O6S in the gas phase at a distorted geometry, with properties calculated with the ωB97M-V functional and the def2-TZVPD basis.

## Properties
orbital gap	10.31	eV
SMILES	NN(C(=O)O)/C(=N\O)OS(=O)(=O)F

Element x y z (Å)
N: -1.71 -0.39 1.32
N: -0.65 -0.60 0.42
C: -0.63 -1.85 -0.25
O: 0.13 -2.09 -1.14
O: -1.57 -2.67 0.20
C: 0.31 0.38 0.18
N: 0.17 1.64 0.26
O: -1.09 2.14 0.56
O: 1.53 -0.11 -0.10
S: 2.34 0.62 -1.28
O: 1.46 1.07 -2.28
O: 3.36 1.43 -0.76
F: 3.04 -0.71 -1.80
H: -1.34 -0.10 2.23
H: -2.33 0.35 0.98
H: -2.07 -2.20 0.91
H: -0.96 3.10 0.54

Entry 10:
Below is 2 unconnected molecules or ions with the total composition C2H4FNO at a distorted geometry, with properties calculated with the ωB97M-V functional and the def2-TZVPD basis.

## Properties
energy above the lowest of the compared OMol25 structures with the same formula, charge and spin	89.1	kJ/mol
orbital gap	11.24	eV
SMILES	CN=C=O.F

Element x y z (Å)
C: 1.05 0.20 0.13
N: -0.32 0.40 -0.24
C: -1.17 1.13 0.04
O: -2.18 1.65 0.09
H: 1.57 -0.37 -0.73
H: 1.43 1.12 0.34
H: 1.18 -0.53 1.00
F: -0.65 -2.25 -0.20
H: -0.92 -1.35 -0.44